# 1
The following is a DFT calculation (ωB97M-V/def2-TZVPD) of a molecular structure, C21H15F5N2OPtS3.

Geometry as XYZ:
```
48
C21H15F5N2OPtS3 ωB97M-V/def2-TZVPD
Pt -1.21 0.30 0.30
F 5.48 1.92 -0.91
C 4.21 2.00 -0.64
C 3.71 1.41 0.52
F 4.54 0.78 1.34
C 2.37 1.50 0.80
F 1.90 0.94 1.90
C 1.48 2.16 -0.07
S -0.15 2.42 0.32
C 2.01 2.72 -1.26
F 1.21 3.31 -2.11
C 3.36 2.65 -1.54
F 3.85 3.18 -2.64
O 0.54 -0.79 -0.55
C 0.60 -1.06 -1.98
C -0.41 -2.10 -2.42
C -1.82 -1.74 -1.95
C -2.20 -0.36 -2.41
C -2.64 -0.13 -3.70
C -2.96 1.15 -4.11
C -2.84 2.19 -3.21
C -2.38 1.92 -1.94
N -2.04 0.67 -1.55
H 0.68 -1.62 -0.07
H 1.62 -1.36 -2.23
H 0.41 -0.09 -2.45
H -0.14 -3.09 -2.03
H -0.36 -2.16 -3.50
H -1.88 -1.79 -0.86
H -2.55 -2.47 -2.32
H -2.75 -0.97 -4.37
H -3.30 1.33 -5.12
H -3.10 3.21 -3.47
H -2.28 2.71 -1.21
S -3.06 0.94 1.46
C -2.19 0.05 2.69
N -1.07 -0.45 2.20
C -0.32 -1.10 3.19
C 0.91 -1.73 3.05
C 1.49 -2.30 4.17
C 0.84 -2.27 5.41
C -0.40 -1.67 5.55
C -0.96 -1.07 4.43
S -2.49 -0.22 4.33
H 1.42 -1.76 2.09
H 2.45 -2.78 4.09
H 1.31 -2.72 6.27
H -0.91 -1.66 6.50
```

The value obtained for the HOMO energy is -0.5360 Ha. The total charge is +2. The largest force on an atom comes out at 1.3 eV/Å. The lowest unoccupied orbital energy is -9.16 eV. The HOMO-LUMO gap comes out at 5.4 eV. For the calculated total energy, the calculation gives -76371.93355 eV.



# 2
The following is a DFT calculation (ωB97M-V/def2-TZVPD) of a molecular structure, C36H29F5N3PdSSbSi.

Geometry as XYZ:
```
77
C36H29F5N3PdSSbSi ωB97M-V/def2-TZVPD
Pd -1.37 -1.14 -2.18
C 1.73 -1.13 -2.76
C 1.06 -2.48 -2.85
C 1.72 -3.63 -3.35
C 1.10 -4.90 -3.36
C -0.21 -4.99 -2.90
C -0.84 -3.84 -2.55
N -0.26 -2.65 -2.58
Sb -2.87 -3.78 -1.88
C -3.48 -1.92 -0.75
C -4.34 -2.11 0.27
C -4.86 -0.98 0.94
C -4.45 0.31 0.58
C -3.53 0.42 -0.43
C -3.03 1.69 -1.04
N -3.02 -0.70 -1.00
C -3.37 -2.75 -3.52
C -4.20 -3.28 -4.45
C -4.45 -2.61 -5.64
C -3.63 -1.53 -5.88
C -2.67 -1.07 -4.94
C -1.79 0.14 -5.09
N -2.68 -1.62 -3.68
H 2.72 -1.18 -3.25
H 1.88 -0.86 -1.70
H 1.08 -0.39 -3.17
H 2.74 -3.51 -3.63
H 1.62 -5.75 -3.81
H -0.75 -5.91 -2.68
H -4.67 -3.13 0.56
H -5.43 -1.14 1.83
H -4.76 1.20 1.09
H -3.81 2.50 -1.01
H -2.78 1.56 -2.09
H -2.15 1.98 -0.50
H -4.68 -4.24 -4.21
H -5.14 -3.00 -6.40
H -3.63 -1.05 -6.90
H -0.74 -0.14 -4.85
H -2.21 0.89 -4.33
H -2.01 0.57 -6.07
C 5.58 3.82 0.37
C 5.25 2.47 0.08
C 4.07 1.94 0.55
C 3.10 2.72 1.21
C 3.43 4.08 1.53
C 4.66 4.60 1.11
Si 1.56 1.80 1.73
C 1.98 0.03 2.10
C 2.81 -0.14 3.22
C 2.91 -1.42 3.71
C 2.12 -2.43 3.24
C 1.34 -2.23 2.07
C 1.29 -1.02 1.46
H 6.48 4.24 -0.10
H 5.92 1.91 -0.55
H 3.85 0.90 0.35
H 2.69 4.72 2.04
H 4.88 5.67 1.27
H 0.91 1.85 0.40
H 3.25 0.74 3.69
H 3.78 -1.71 4.29
H 2.03 -3.40 3.73
H 0.78 -3.06 1.69
H 0.52 -0.78 0.67
F 1.05 3.74 8.55
C 0.78 3.68 7.27
C 1.84 3.61 6.40
F 3.06 3.85 6.94
C 1.70 3.23 5.07
F 2.85 3.06 4.30
C 0.45 3.21 4.50
S 0.06 2.93 2.84
C -0.64 3.26 5.37
F -1.94 3.13 4.89
C -0.53 3.51 6.73
F -1.68 3.62 7.45
```

The value obtained for the HOMO energy (spin up / spin down) is -0.1397 / -0.2756 Ha. The largest force on an atom comes out at 3.7 eV/Å. The lowest unoccupied orbital energy (spin up / spin down) is 0.02 / 0.01 eV. Its spin multiplicity is 3. The HOMO-LUMO gap (spin up / spin down) comes out at 3.8 / 7.5 eV. For the calculated total energy, the calculation gives -84584.32338 eV. The relative energy (zero: lowest compared OMol25 entry of this formula, charge and spin) is 0.0 kJ/mol.



# 3
The following is a DFT calculation (ωB97M-V/def2-TZVPD) of 2 unconnected molecules or ions with the total composition C5H8O.

Geometry as XYZ:
```
14
C5H8O ωB97M-V/def2-TZVPD
C 1.32 0.70 -0.78
C 1.24 -0.24 0.17
C -1.32 1.52 0.81
O -2.33 1.15 0.26
C -0.68 -1.63 -0.57
C 0.47 -1.50 0.08
H 0.85 0.58 -1.75
H 1.89 1.61 -0.62
H 1.80 -0.08 1.10
H -0.71 2.37 0.44
H -0.93 1.03 1.72
H -1.18 -0.80 -1.07
H -1.21 -2.58 -0.60
H 0.90 -2.36 0.60
```

The value obtained for the HOMO energy is -0.3408 Ha. The largest force on an atom comes out at 0.6 eV/Å. The lowest unoccupied orbital energy is 0.93 eV. The SMILES is C=CC=C.C=O. The HOMO-LUMO gap comes out at 10.2 eV. For the calculated total energy, the calculation gives -7359.88993 eV. The relative energy (zero: lowest compared OMol25 entry of this formula, charge and spin) is 228.2 kJ/mol.



# 4
The following is a DFT calculation (ωB97M-V/def2-TZVPD) of 2 unconnected molecules or ions with the total composition C4H9OS.

Geometry as XYZ:
```
15
C4H9OS ωB97M-V/def2-TZVPD
O 0.67 3.21 -1.23
C -0.34 3.39 -0.54
H -0.56 2.69 0.33
H -1.12 4.25 -0.64
C 0.14 -0.81 2.11
C -0.78 -0.40 0.96
C -0.90 -1.45 -0.08
S 0.71 -1.94 -0.82
H -0.18 -1.73 2.56
H 0.23 0.00 2.81
H 1.17 -1.00 1.67
H -1.78 -0.27 1.44
H -0.29 0.49 0.51
H -1.60 -1.06 -0.81
H -1.43 -2.38 0.33
```

The value obtained for the HOMO energy (spin up / spin down) is -0.3430 / -0.3279 Ha. The largest force on an atom comes out at 3.4 eV/Å. The lowest unoccupied orbital energy (spin up / spin down) is 0.54 / -1.88 eV. Its spin multiplicity is 2. The HOMO-LUMO gap (spin up / spin down) comes out at 9.9 / 7.0 eV. For the calculated total energy, the calculation gives -17174.02127 eV. The relative energy (zero: lowest compared OMol25 entry of this formula, charge and spin) is 80.6 kJ/mol.



# 5
The following is a DFT calculation (ωB97M-V/def2-TZVPD) of a molecular structure, C26H37N4OPPtS2.

Geometry as XYZ:
```
72
C26H37N4OPPtS2 ωB97M-V/def2-TZVPD
Pt -0.10 -0.60 0.72
C 3.13 -1.66 -0.16
P 2.24 -0.14 0.24
C 2.34 0.98 -1.15
C 1.43 0.82 -2.20
C 1.57 1.58 -3.35
C 2.59 2.52 -3.45
C 3.48 2.70 -2.40
C 3.37 1.93 -1.25
C 3.12 0.67 1.60
C 4.28 0.13 2.15
C 4.97 0.85 3.11
C 4.48 2.13 3.55
C 3.30 2.66 3.02
C 2.63 1.95 2.06
H 4.16 -1.42 -0.44
H 2.66 -2.10 -1.04
H 3.11 -2.37 0.66
H 0.64 0.07 -2.14
H 0.89 1.43 -4.18
H 2.69 3.11 -4.35
H 4.28 3.43 -2.48
H 4.10 2.05 -0.46
H 4.67 -0.82 1.82
H 5.89 0.47 3.54
H 5.03 2.67 4.30
H 2.94 3.62 3.36
H 1.72 2.34 1.62
C 0.23 -0.25 4.19
S -0.39 -1.48 3.03
C 0.83 -2.79 3.20
H 0.16 -0.69 5.19
H -0.42 0.62 4.13
H 1.26 0.01 3.96
H 1.84 -2.40 3.08
H 0.60 -3.56 2.46
H 0.71 -3.21 4.20
N -3.28 -6.41 -2.35
C -3.72 -5.27 -1.82
O -4.86 -4.85 -1.85
C -2.73 -4.32 -1.17
C -3.15 -3.67 0.00
C -2.37 -2.67 0.53
N -1.22 -2.28 -0.06
C -0.81 -2.91 -1.17
C -1.53 -3.94 -1.75
H -3.95 -7.02 -2.79
H -2.35 -6.76 -2.19
H -4.09 -3.93 0.46
H -2.67 -2.15 1.43
H 0.11 -2.56 -1.63
H -1.16 -4.40 -2.66
C -4.23 0.44 -0.37
N -3.53 1.69 -0.70
C -4.42 2.73 -1.26
C -2.27 1.92 -0.39
S -1.63 1.06 1.06
N -1.52 2.83 -0.99
C -1.78 3.27 -2.37
C -0.38 3.48 -0.34
H -4.88 0.19 -1.20
H -4.84 0.57 0.53
H -3.52 -0.37 -0.24
H -5.36 2.66 -0.73
H -4.60 2.57 -2.32
H -3.99 3.72 -1.08
H -2.38 2.54 -2.89
H -0.81 3.35 -2.86
H -2.26 4.25 -2.40
H -0.45 3.41 0.74
H -0.39 4.53 -0.62
H 0.56 3.04 -0.70
```

The value obtained for the HOMO energy (spin up / spin down) is -0.6860 / -0.6874 Ha. The total charge is +4. The largest force on an atom comes out at 4.9 eV/Å. The lowest unoccupied orbital energy (spin up / spin down) is -12.30 / -15.74 eV. Its spin multiplicity is 5. The HOMO-LUMO gap (spin up / spin down) comes out at 6.4 / 3.0 eV. For the calculated total energy, the calculation gives -69734.60840 eV. The relative energy (zero: lowest compared OMol25 entry of this formula, charge and spin) is 0.0 kJ/mol.



# 6
The following is a DFT calculation (ωB97M-V/def2-TZVPD) of a molecular structure, C3H4N3.

Geometry as XYZ:
```
10
C3H4N3 ωB97M-V/def2-TZVPD
C -0.63 0.98 0.13
C 0.29 0.03 -0.05
C 1.74 -0.23 -0.03
N -2.04 0.65 0.11
N -0.57 -0.91 -0.21
N -1.87 -0.63 -0.17
H -3.27 0.94 0.25
H 2.21 0.57 -0.46
H 2.04 -1.18 -0.58
H 2.11 -0.22 1.01
```

The value obtained for the HOMO energy (spin up / spin down) is -0.6008 / -0.6019 Ha. The total charge is +1. The largest force on an atom comes out at 5.2 eV/Å. The lowest unoccupied orbital energy (spin up / spin down) is -8.60 / -8.74 eV. The HOMO-LUMO gap (spin up / spin down) comes out at 7.7 / 7.6 eV. For the calculated total energy, the calculation gives -7630.57643 eV. The relative energy (zero: lowest compared OMol25 entry of this formula, charge and spin) is 552.8 kJ/mol.



# 7
The following is a DFT calculation (ωB97M-V/def2-TZVPD) of a molecular structure, C36H29F3HfN3O6.

Geometry as XYZ:
```
78
C36H29F3HfN3O6 ωB97M-V/def2-TZVPD
Hf -17.26 14.77 3.25
O -17.96 16.24 4.74
C -17.88 17.27 3.99
N -18.17 18.54 4.18
C -17.96 19.36 2.99
C -17.08 18.32 2.16
O -16.55 18.62 1.10
N -17.21 17.11 2.76
C -17.19 20.62 3.34
C -17.54 21.93 3.02
C -16.64 22.95 3.27
C -15.35 22.68 3.61
C -14.93 21.39 3.90
C -15.91 20.38 3.89
C -19.24 19.64 2.10
C -20.38 18.85 2.23
C -21.42 18.90 1.31
C -21.28 19.63 0.12
C -20.06 20.27 -0.11
C -19.10 20.33 0.89
H -18.66 18.86 5.05
H -18.55 22.13 2.70
H -16.94 23.96 3.04
H -14.61 23.45 3.62
H -13.90 21.14 4.09
H -15.67 19.38 4.17
H -20.38 18.10 3.04
H -22.38 18.38 1.50
H -22.11 19.58 -0.65
H -19.95 20.81 -1.03
H -18.19 20.91 0.68
O -19.42 15.13 2.77
C -19.25 14.39 1.73
O -18.05 13.99 1.40
C -20.52 13.99 1.12
C -20.74 12.67 0.72
C -21.92 12.26 0.11
C -23.02 13.17 0.08
C -22.82 14.49 0.48
C -21.62 14.88 1.11
H -19.90 11.99 0.82
H -21.95 11.29 -0.42
H -23.98 12.93 -0.31
H -23.54 15.27 0.32
H -21.49 15.94 1.37
F -12.65 6.92 3.99
C -13.95 6.91 3.59
F -13.90 6.51 2.27
F -14.62 5.90 4.29
C -14.69 8.22 3.71
C -14.30 9.13 4.71
C -14.93 10.32 4.85
C -16.17 10.56 4.14
C -16.61 9.62 3.19
C -15.85 8.48 2.96
C -16.82 11.85 4.28
C -17.49 12.89 4.23
H -13.50 8.84 5.38
H -14.58 11.05 5.55
H -17.52 9.83 2.59
H -16.23 7.76 2.21
O -15.27 14.96 4.16
C -14.71 15.02 3.01
O -15.36 14.65 1.94
C -13.38 15.58 2.76
N -13.49 16.23 1.36
C -12.20 15.96 0.64
C -11.72 14.58 1.15
C -12.34 14.48 2.61
H -13.16 16.40 3.50
H -13.81 17.23 1.48
H -14.30 15.73 0.96
H -11.50 16.79 0.85
H -12.42 15.95 -0.46
H -10.62 14.62 1.23
H -12.00 13.76 0.44
H -11.52 14.58 3.30
H -12.75 13.48 2.85
```

The value obtained for the HOMO energy is -0.4138 Ha. The total charge is +1. The largest force on an atom comes out at 3.0 eV/Å. The lowest unoccupied orbital energy is -2.78 eV. The HOMO-LUMO gap comes out at 8.5 eV. For the calculated total energy, the calculation gives -64015.37747 eV. The relative energy (zero: lowest compared OMol25 entry of this formula, charge and spin) is 72.4 kJ/mol.



# 8
The following is a DFT calculation (ωB97M-V/def2-TZVPD) of a molecular structure, C23H38BrN4O3.

Geometry as XYZ:
```
69
C23H38BrN4O3 ωB97M-V/def2-TZVPD
C 5.07 -2.32 2.92
C 3.81 -1.28 3.05
C 3.99 0.14 2.25
C 5.25 0.16 1.19
C 5.32 1.53 0.26
C 4.84 1.26 -1.32
C 3.51 0.31 -1.24
C 2.59 0.28 -2.59
C 1.53 -1.01 -2.64
C 0.86 -1.08 -1.11
C -0.50 -1.98 -1.03
C -1.90 -1.14 -0.88
C -3.19 -1.67 -1.45
C -3.36 -3.11 -2.21
C -4.08 -4.15 -1.15
C -3.35 -4.23 0.32
C -4.58 -0.76 -1.30
O -5.78 -1.34 -1.43
C -4.51 0.89 -1.03
N -5.72 1.73 -1.37
C -5.49 2.39 -2.57
O -5.51 3.15 -3.66
C -3.22 1.44 -0.44
C -3.03 3.05 -0.14
C -2.78 3.40 1.46
N -3.41 4.77 1.81
N -1.28 3.58 1.77
N -3.40 2.41 2.42
C -2.04 0.34 -0.10
O -1.19 0.65 0.88
H 5.19 -2.78 1.85
H 6.04 -1.78 3.33
H 4.85 -3.22 3.66
H 3.65 -1.10 4.21
H 2.82 -1.85 2.69
H 2.96 0.42 1.79
H 4.23 0.97 3.07
H 6.24 0.18 1.85
H 5.35 -0.84 0.54
H 4.61 2.32 0.80
H 6.41 1.95 0.32
H 4.46 2.33 -1.70
H 5.71 0.84 -1.98
H 2.83 0.75 -0.37
H 3.81 -0.82 -1.01
H 3.21 0.38 -3.58
H 1.89 1.24 -2.55
H 0.68 -0.86 -3.45
H 2.10 -2.01 -2.89
H 0.74 0.03 -0.77
H 1.67 -1.63 -0.44
H -0.40 -2.66 -0.05
H -0.48 -2.73 -1.94
H -4.10 -3.00 -3.12
H -2.37 -3.60 -2.59
H -5.22 -3.89 -1.06
H -3.99 -5.23 -1.63
H -4.04 -4.93 0.99
H -2.29 -4.76 0.31
H -3.27 -3.21 0.89
H -2.15 3.46 -0.83
H -4.01 3.59 -0.51
H -4.42 4.61 2.05
H -2.95 5.04 2.74
H -1.03 4.60 1.80
H -0.79 3.23 0.90
H -4.31 2.03 2.09
H -2.74 1.66 2.72
Br 0.62 3.88 1.22
```

The value obtained for the HOMO energy is -0.0784 Ha. The total charge is -1. The largest force on an atom comes out at 15.9 eV/Å. The lowest unoccupied orbital energy is 0.66 eV. The HOMO-LUMO gap comes out at 2.8 eV. For the calculated total energy, the calculation gives -106595.25376 eV.



# 9
The following is a DFT calculation (ωB97M-V/def2-TZVPD) of a molecular structure, C25H27InN2O2P.

Geometry as XYZ:
```
58
C25H27InN2O2P ωB97M-V/def2-TZVPD
In 2.96 0.59 -2.59
C 0.49 -3.61 -1.46
C 1.45 -2.46 -1.51
N 1.58 -1.69 -2.51
O 0.71 -1.99 -3.55
C 1.90 -1.34 0.78
C 3.01 -1.22 1.83
N 1.56 0.00 0.30
O 2.45 0.66 -0.52
H -0.32 -3.49 -2.17
H 0.11 -3.74 -0.45
H 1.03 -4.53 -1.72
H 0.96 -1.38 -4.26
H 3.37 -2.20 2.14
H 2.65 -0.68 2.70
H 3.85 -0.67 1.39
C -2.77 2.02 0.92
C -1.48 2.55 1.48
C -1.51 3.72 2.23
C -0.36 4.27 2.76
C 0.87 3.65 2.57
C 0.93 2.48 1.84
C -0.23 1.94 1.29
P -0.02 0.44 0.33
C -0.76 0.61 -1.29
C -1.53 -0.46 -1.75
C -2.11 -0.42 -3.00
C -1.91 0.68 -3.81
C -1.13 1.74 -3.37
C -0.56 1.75 -2.10
C 0.21 2.97 -1.66
C -0.51 -1.03 1.21
C -1.75 -1.39 1.73
C -1.86 -2.57 2.44
C -0.75 -3.38 2.63
C 0.49 -3.02 2.12
C 0.61 -1.84 1.39
C 2.40 -2.23 -0.37
H -3.57 2.14 1.66
H -2.74 0.97 0.64
H -3.07 2.58 0.03
H -2.46 4.21 2.39
H -0.42 5.19 3.34
H 1.77 4.08 2.99
H 1.88 1.99 1.67
H -1.68 -1.32 -1.12
H -2.71 -1.25 -3.35
H -2.35 0.72 -4.80
H -0.98 2.60 -4.01
H 0.53 3.54 -2.54
H 1.10 2.73 -1.07
H -0.41 3.62 -1.05
H -2.62 -0.75 1.60
H -2.82 -2.86 2.85
H -0.84 -4.30 3.19
H 1.35 -3.65 2.29
H 2.67 -3.20 0.05
H 3.32 -1.78 -0.75
```

The value obtained for the HOMO energy is -0.3991 Ha. The total charge is +1. The largest force on an atom comes out at 0.4 eV/Å. The lowest unoccupied orbital energy is -2.56 eV. The HOMO-LUMO gap comes out at 8.3 eV. For the calculated total energy, the calculation gives -47894.37617 eV. The relative energy (zero: lowest compared OMol25 entry of this formula, charge and spin) is 0.0 kJ/mol.



# 10
The following is a DFT calculation (ωB97M-V/def2-TZVPD) of a single C2HN5O molecule.

Geometry as XYZ:
```
9
C2HN5O ωB97M-V/def2-TZVPD
C 0.47 -0.53 -0.93
C 0.56 -0.65 1.41
H 0.50 -1.07 2.53
N 0.64 -1.22 0.30
N 0.16 0.87 1.49
N -0.64 1.39 0.62
N -1.47 0.78 -0.15
N -0.97 0.05 -0.92
O 1.16 -0.61 -1.85
```

The value obtained for the HOMO energy is -0.3468 Ha. The largest force on an atom comes out at 8.6 eV/Å. The lowest unoccupied orbital energy is -1.44 eV. The SMILES is O=c1ncnnnn1. The HOMO-LUMO gap comes out at 8.0 eV. For the calculated total energy, the calculation gives -11581.87379 eV. The relative energy (zero: lowest compared OMol25 entry of this formula, charge and spin) is 398.9 kJ/mol.



Question: The highest calculated total energy belongs to which entry?
Answer: C5H8O